This record from the Open Molecules 2025 dataset describes C7H10 in the gas phase in a non-equilibrium geometry. The level of theory is wB97M-V/def2-TZVPD.

```
17
Properties=species:S:1:pos:R:3:forces:R:3:lowdin_charge:R:1
C -1.758 -0.765 0.436 -0.11 0.05 -0.06 -0.038
C -0.437 -0.094 0.150 -0.24 -0.20 -0.09 -0.524
C 0.790 -0.785 0.803 -0.11 -0.06 0.30 -0.123
C 1.668 -0.362 -0.337 -0.51 -0.25 -0.36 -0.147
C 1.193 0.953 -0.791 -0.61 1.09 0.88 -0.112
C -0.290 1.412 0.283 0.45 -0.12 -0.57 0.018
C 0.276 -0.110 -1.205 0.92 -1.03 -0.18 -0.114
H -2.023 -0.637 1.493 0.02 0.01 -0.14 0.084
H -2.561 -0.339 -0.171 -0.01 -0.05 0.05 0.079
H -1.703 -1.842 0.239 -0.03 0.20 0.00 0.080
H 1.112 -0.468 1.802 -0.09 0.05 0.00 0.117
H 0.646 -1.871 0.778 -0.09 0.17 0.17 0.115
H 2.722 -0.687 -0.410 -0.82 0.06 -0.62 0.131
H 1.822 1.437 -1.562 -0.60 0.51 0.89 0.130
H -0.807 1.820 1.203 1.80 0.14 -0.14 0.097
H -0.656 2.022 -0.533 -0.77 -0.39 -0.27 0.068
H -0.229 -0.264 -2.165 0.80 -0.17 0.15 0.138
```
Forces are in eV/Å.

Output
- M (g/mol) = 94.16
- charge = 0
- SMILES = C[C@]12C[C@@H]3[C@H](C1)[C@@H]32
- Kohn-Sham gap (eV) = 9.65
- energy relative to the best compared isomer or geometry (same formula, charge and spin) (kcal/mol) = 106.2
- energy (eV) = -7416.431
- lowest unoccupied orbital energy (Ha) = 0.0384